Record 1
Entry from the OMol25 dataset: C52H49FN5O2SSe2TeV as an isolated structure (wB97M-V/def2-TZVPD).

Output
ΔE to the lowest compared entry with this formula, charge and spin (kJ/mol): 208.63
Gap between HOMO and LUMO (alpha / beta) (eV): 5.0992 / 4.9648
<S²>: 0.93
2S+1: 2
LUMO level (alpha / beta) (eV): 1.66 / 1.53
Charge: -1
E_HOMO (alpha / beta) (eV): -3.44 / -3.44

Each line ends with the Mulliken charge.
Atoms and positions in Å:
V -0.41501 0.56572 -0.22093  -0.9715
N -1.66380 1.15712 3.87027  -0.5953
C -1.01049 0.97732 2.65401  0.4498
S -1.46280 -0.41325 1.71953  -0.5509
N -0.14137 1.86658 2.30911  -1.4907
N 0.54310 1.56204 1.12814  0.8779
C 1.25555 2.69922 0.53328  2.5285
C 2.00634 3.67554 1.41313  -0.1641
C 2.67287 4.74355 0.80740  -0.4813
C 3.43348 5.63356 1.54864  -1.2942
C 3.56075 5.46342 2.91974  -0.4726
C 2.93323 4.38815 3.52694  -0.9221
C 2.16555 3.49973 2.78510  -0.3155
C 2.15911 2.01848 -0.45873  -1.3158
C 3.46101 2.09512 -0.71801  -0.1054
C 3.95459 1.67140 -2.02356  -1.1630
C 3.16646 1.01167 -2.86839  -1.3483
C 1.85857 0.45281 -2.38090  -0.1852
N 1.26632 1.34409 -1.34708  1.0413
H -2.08858 0.31800 4.22871  0.2659
H -1.11772 1.66567 4.54839  0.2250
H 2.62253 4.86769 -0.26614  0.6427
H 3.93511 6.45384 1.05019  0.3951
H 4.15602 6.15288 3.50536  0.3887
H 3.04034 4.22981 4.59308  0.4119
H 1.67544 2.66814 3.26555  0.4833
H 4.11173 2.61404 -0.02915  0.6405
H 4.94529 1.98620 -2.32306  0.4546
H 3.47938 0.78080 -3.87814  0.5253
H 1.13675 0.38397 -3.19592  0.3418
C 3.78693 -0.31884 2.24549  -0.5865
Se 2.11674 -1.29593 2.45693  0.1148
C 2.92282 -3.05066 2.11883  0.4637
C 2.14994 -4.22950 2.68322  -1.1885
Se 0.20719 -4.16179 2.47572  -0.0131
C 0.15285 -4.89485 0.67371  -0.4162
H 4.28266 -0.64247 1.33079  0.0895
H 4.43923 -0.47559 3.10274  0.4838
H 3.52401 0.73603 2.17080  -0.0919
H 3.91652 -3.03352 2.56847  0.5556
H 3.08498 -3.10583 1.04226  -0.7679
H 2.33477 -4.32944 3.75217  0.4164
H 2.47719 -5.15571 2.20735  0.4529
H 0.12184 -5.98243 0.69187  0.4610
H 1.03382 -4.57110 0.12626  -0.2943
H -0.73349 -4.51329 0.16870  0.2590
C -5.05311 -0.43426 -5.42335  -1.7439
C -4.26939 -0.06264 -4.19327  -0.1248
C -4.62494 1.02545 -3.40933  -0.6770
C -3.92420 1.39882 -2.26784  0.4519
C -4.30379 2.63319 -1.52975  0.3223
O -4.02703 2.83094 -0.36816  -0.6253
C -5.05862 3.70756 -2.27376  0.2942
C -6.08916 4.36317 -1.60881  -0.3640
C -6.75597 5.41379 -2.21921  -0.6575
C -6.37562 5.83752 -3.48540  -0.3586
C -5.32872 5.20592 -4.14177  -1.0231
C -4.67812 4.13758 -3.54095  0.2057
C -2.81239 0.62241 -1.85029  0.0771
O -2.19241 0.89829 -0.75931  -0.4747
C -2.40593 -0.48781 -2.66305  0.6301
C -3.14824 -0.78298 -3.81051  -0.6558
C -1.19370 -1.30342 -2.39657  0.6072
N -0.29998 -1.00359 -1.52177  0.7777
C 0.95138 -1.73633 -1.28644  -0.4631
C 2.16158 -0.92590 -1.78287  -0.1524
Te 5.52531 -2.72112 -0.90161  -0.3619
C 4.30557 -4.00392 -2.06076  -0.8859
C 3.38706 -4.87905 -1.46787  -0.1200
C 2.59577 -5.73576 -2.22091  -0.5024
C 2.70017 -5.75423 -3.60566  -0.4659
C 3.59616 -4.88540 -4.21753  -0.6491
C 4.37529 -4.02339 -3.45965  -0.1294
C -1.03111 -2.54334 -3.21971  -0.7489
C 0.00467 -2.65347 -4.13946  0.4296
C 0.16098 -3.81783 -4.87541  -0.8012
C -0.70904 -4.88063 -4.68376  -0.4874
C -1.73748 -4.77855 -3.75835  -1.0619
C -1.90408 -3.61001 -3.03058  0.1656
H -5.87045 0.26842 -5.58645  0.3717
H -5.48758 -1.43280 -5.33970  0.3283
H -4.42631 -0.42734 -6.31768  0.3666
H -5.49311 1.60592 -3.69683  0.5258
H -6.35056 4.04544 -0.60795  0.4309
H -7.56594 5.91227 -1.70183  0.3893
H -6.88770 6.66745 -3.95599  0.3856
H -5.01463 5.54571 -5.12051  0.3964
H -3.85636 3.64916 -4.04951  0.5495
H -2.83337 -1.60500 -4.43944  0.6422
H 0.91567 -2.71353 -1.76649  0.3655
H 1.03251 -1.88406 -0.20553  -0.4216
H 2.87797 -0.77240 -0.97373  -0.2675
H 2.70405 -1.51180 -2.52830  0.6583
H 3.31439 -4.90189 -0.38603  0.6181
H 1.90162 -6.40220 -1.71940  0.3597
H 2.09667 -6.43337 -4.19560  0.4160
H 3.69759 -4.88352 -5.29834  0.4384
H 5.07482 -3.35824 -3.95275  0.4380
H 0.69603 -1.83013 -4.27738  0.2701
H 0.98085 -3.90195 -5.57523  0.4312
H -0.57219 -5.79675 -5.24391  0.4151
H -2.41203 -5.61007 -3.59917  0.4043
H -2.70919 -3.52202 -2.31088  0.5609
F -0.48677 6.04261 -2.81911  -0.3981
C -0.35414 4.81694 -2.25205  -0.2753
C -0.80460 3.72393 -3.09900  -1.0191
C -0.49942 2.45837 -2.77514  -0.9307
C 0.10710 2.17282 -1.48780  2.1476
C 0.15472 3.29736 -0.44127  0.6304
C 0.20311 4.66573 -1.05691  -1.0016
H -1.29281 3.98062 -4.03001  0.4816
H -0.68981 1.65404 -3.47641  0.3437
H -0.77472 3.26655 0.14650  0.5042
H 0.54840 5.52414 -0.49839  0.7825


Record 2
Entry from the OMol25 dataset: C52H49FN5O2SSe2TeV as an isolated structure (wB97M-V/def2-TZVPD).

Output
Gap between HOMO and LUMO (alpha / beta) (eV): 5.2957 / 6.0531
<S²>: 3.83
2S+1: 4
LUMO level (alpha / beta) (eV): 2.10 / 2.10
Charge: -1
E_HOMO (alpha / beta) (eV): -3.19 / -3.95

Each line ends with the Mulliken charge.
Atoms and positions in Å:
V 0.68728 0.65808 0.60505  -1.1723
N -0.48077 2.45668 4.23736  -0.4491
C -0.02756 2.23448 2.95566  -0.1172
S -1.17446 1.75650 1.71828  -0.6829
N 1.24290 2.46766 2.72112  -1.1593
N 1.51069 2.20552 1.36866  1.9439
C 2.18892 3.03967 0.62447  -0.6780
C 2.96994 4.16569 1.18518  -0.0913
C 3.79283 3.94875 2.29178  -0.1604
C 4.56347 4.97533 2.81421  -0.8413
C 4.51748 6.24416 2.24699  -0.3916
C 3.68706 6.47491 1.16052  -0.8251
C 2.91812 5.44315 0.63463  -0.2733
C 2.02720 2.73219 -0.80582  0.8245
C 2.60250 3.47502 -1.81920  -1.0828
C 2.00200 3.37927 -3.12093  -0.9841
C 1.10516 2.41523 -3.38876  -1.1926
C 0.96457 1.27546 -2.42130  0.8808
N 1.15412 1.70933 -1.02554  1.0026
H -1.34447 1.98125 4.45191  0.2738
H 0.22614 2.35814 4.94993  0.2767
H 3.82334 2.96332 2.73836  0.4687
H 5.20468 4.78350 3.66590  0.4020
H 5.12318 7.04600 2.65206  0.3767
H 3.63192 7.46241 0.71894  0.3869
H 2.25328 5.62997 -0.19806  0.6121
H 3.35740 4.21400 -1.59848  0.7923
H 2.21312 4.14975 -3.85658  0.3613
H 0.53932 2.39586 -4.31275  0.5361
H -0.03182 0.83012 -2.51176  -0.8237
C -3.85932 3.28866 -0.33704  -0.9977
Se -3.03554 1.65549 -0.99980  0.4291
C -4.02461 1.57730 -2.67688  -0.9134
C -4.08956 0.15598 -3.20554  -0.7857
Se -2.28228 -0.56925 -3.40722  0.2201
C -2.77895 -2.43614 -3.26740  -0.9282
H -3.60664 4.12900 -0.98107  0.3115
H -3.44466 3.45342 0.65515  0.2732
H -4.93955 3.16448 -0.27689  0.3090
H -3.54503 2.23251 -3.40419  0.4136
H -5.02512 1.95845 -2.47498  0.4057
H -4.57561 0.12086 -4.17988  0.4341
H -4.62718 -0.48880 -2.51063  0.3416
H -3.52318 -2.68931 -4.01911  0.3760
H -3.15760 -2.64553 -2.26958  0.2596
H -1.87750 -3.02029 -3.44311  0.2620
C 0.97757 -5.54781 5.11041  -1.5231
C 0.79853 -4.33237 4.23557  0.0479
C 0.02895 -3.24501 4.62860  -0.6062
C -0.15828 -2.13887 3.81521  1.9421
C -1.02814 -1.05059 4.38295  -0.4431
O -0.69343 -0.44954 5.38131  -0.7129
C -2.39519 -0.84124 3.78692  0.7492
C -3.30274 -0.01882 4.43869  -0.3270
C -4.55338 0.21782 3.88552  -0.8661
C -4.89930 -0.38406 2.68065  -0.3965
C -4.00454 -1.23075 2.04411  -0.8620
C -2.75524 -1.46100 2.59940  0.1807
C 0.47781 -2.00210 2.56534  -1.5044
O 0.30805 -0.91843 1.89477  0.5145
C 1.28097 -3.11594 2.16294  0.8521
C 1.39875 -4.23540 2.98907  -1.3613
C 1.98459 -3.13471 0.85894  0.5538
N 2.00822 -2.08888 0.14637  0.4339
C 2.60503 -1.98559 -1.16978  0.4675
C 4.01193 -1.40829 -1.01742  -2.4734
Te 4.13571 0.24598 0.33179  0.4410
C 4.32673 -0.83844 2.12356  -0.0845
C 3.34326 -0.71026 3.10231  0.0607
C 3.42648 -1.45887 4.27300  -0.6554
C 4.49574 -2.32267 4.47550  -0.6833
C 5.50096 -2.41972 3.51703  -0.4569
C 5.41912 -1.67616 2.34541  -0.5733
C 2.68569 -4.39821 0.42364  -1.0354
C 2.06930 -5.28940 -0.44783  -0.1426
C 2.76598 -6.38097 -0.95016  -0.8485
C 4.08792 -6.59314 -0.58034  -0.4663
C 4.70366 -5.71622 0.30420  -0.8457
C 4.00630 -4.62224 0.80248  0.3421
H 0.42291 -5.43935 6.04345  0.3979
H 2.02839 -5.70742 5.36593  0.3023
H 0.62304 -6.45649 4.61704  0.3267
H -0.46642 -3.26061 5.59591  0.3441
H -3.01280 0.42846 5.38243  0.5199
H -5.25131 0.87931 4.38430  0.3671
H -5.86810 -0.19007 2.23620  0.4287
H -4.26944 -1.69150 1.10133  0.4266
H -2.04104 -2.08926 2.08740  0.2877
H 2.00596 -5.06377 2.64119  0.5728
H 0.88563 -0.79655 -1.17310  -2.3337
H 2.72160 -2.95399 -1.67087  1.0891
H 4.40975 -1.06014 -1.96994  0.6507
H 4.67606 -2.18165 -0.63017  0.6059
H 2.49963 -0.04198 2.95221  0.3299
H 2.63496 -1.37826 5.01022  0.5362
H 4.54751 -2.91932 5.37903  0.3991
H 6.35025 -3.07311 3.68180  0.3913
H 6.20406 -1.75052 1.60121  0.4439
H 1.03711 -5.12312 -0.73622  0.4364
H 2.27870 -7.05927 -1.63973  0.4008
H 4.63662 -7.43559 -0.98261  0.3683
H 5.73318 -5.87729 0.60088  0.4282
H 4.48326 -3.93009 1.49266  0.4367
F 1.47048 -1.28550 -6.16857  -0.4069
C 1.43684 -1.09554 -4.82196  0.3263
C 0.65767 -2.09797 -4.09513  -0.8325
C 0.71171 -2.11559 -2.76956  -0.9768
C 1.54897 -1.14942 -1.96657  2.6538
C 1.97884 0.11010 -2.75438  1.4864
C 2.09805 -0.11464 -4.24136  -1.1390
H 0.07770 -2.81597 -4.66310  0.4279
H 0.19755 -2.89248 -2.20930  0.5127
H 2.93272 0.49548 -2.38660  0.0014
H 2.68159 0.57355 -4.83908  0.4491


Question: The highest 2S+1 belongs to which entry?
Answer: number 2


Question: What is the <S²> in the first record?
Answer: 0.93